Molecular formula: C4H6O
Method: DFT, ωB97M-V/def2-TZVPD

Last column: Löwdin charge in e.
Positions of all 11 atoms, in Å:
H (0.437, 1.103, 1.457)  0.143
H (-1.004, 1.432, -2.228)  0.005
C (-0.313, -0.940, -0.820)  -0.087
H (1.183, 0.651, -1.093)  0.086
O (-0.139, -0.857, 1.544)  -0.030
C (-0.689, -1.396, 0.469)  -0.116
C (0.768, 0.138, 1.052)  -0.157
H (1.770, -0.111, 1.424)  0.142
H (-1.205, 2.138, -2.116)  0.028
C (0.604, 0.012, -0.427)  -0.135
H (-1.412, -2.169, 0.736)  0.122

Properties
Orbital gap   7.60 eV
Charge   0
SMILES string   C1=CCOC=1.[H][H]
Relative energy (zero: lowest compared OMol25 entry of this formula, charge and spin)   90.8 kcal per mole

***

Molecular formula: C24H18MgN4OS
Method: DFT, ωB97M-V/def2-TZVPD

Last column: Mulliken spin population.
Positions of all 49 atoms, in Å:
C (2.861, -1.915, -2.155)  -0.001
H (3.532, -3.650, -3.186)  0.000
C (0.810, 3.048, 2.968)  -0.001
C (-0.371, 2.424, 2.620)  0.001
H (0.834, 3.844, 3.700)  0.000
C (-5.101, -2.673, 2.542)  -0.113
C (-3.477, -4.351, 3.173)  -0.117
C (-0.636, 3.504, -2.778)  0.000
O (2.430, 0.110, -1.067)  -0.001
C (1.932, 1.611, 1.407)  -0.002
C (-2.024, 3.526, -2.822)  0.000
C (5.358, -0.827, -2.838)  0.000
C (3.246, 3.249, 2.673)  0.000
H (-1.508, -4.134, 2.379)  0.025
H (-0.070, 4.356, -3.142)  0.000
H (-6.109, -2.272, 2.587)  -0.007
H (-4.429, -1.119, 1.244)  0.032
N (-1.008, -1.302, 0.382)  0.178
H (-3.813, 2.425, -2.383)  0.000
H (-2.549, 4.388, -3.218)  0.000
C (0.025, 2.391, -2.266)  0.005
S (1.342, -2.530, -1.712)  -0.001
H (-3.217, -5.257, 3.710)  -0.007
C (4.434, -0.125, -2.117)  0.000
N (4.250, 3.746, 2.931)  0.000
C (-2.042, 1.323, -1.848)  -0.006
C (-2.817, -2.521, 1.704)  0.146
C (3.816, -2.649, -2.895)  0.000
C (5.035, -2.128, -3.234)  0.000
H (2.817, 1.277, 0.883)  0.000
H (6.303, -0.367, -3.086)  0.000
H (-2.633, 0.481, -1.490)  -0.002
C (-0.641, 1.253, -1.778)  0.004
C (-2.728, 2.424, -2.353)  -0.001
Mg (0.441, -0.331, -0.773)  0.002
H (-1.231, 0.888, 1.363)  -0.002
H (-5.543, -4.354, 3.845)  0.038
C (-4.791, -3.848, 3.255)  0.375
C (-0.334, 1.411, 1.673)  0.003
H (5.740, -2.719, -3.804)  0.000
N (3.236, -0.653, -1.782)  0.000
H (-1.312, 2.713, 3.066)  0.000
H (4.575, 0.885, -1.764)  0.000
C (-2.511, -3.728, 2.430)  0.205
C (-1.851, -1.868, 0.972)  0.044
C (1.988, 2.633, 2.352)  0.002
H (1.113, 2.416, -2.242)  0.000
C (-4.165, -2.019, 1.787)  0.199
N (0.793, 1.015, 1.084)  0.000

Properties
Orbital gap (alpha / beta)   3.84 / 7.38 eV
<S²>   0.7724
Charge   -1
Spin multiplicity   2
Relative energy (zero: lowest compared OMol25 entry of this formula, charge and spin)   4.0 kcal per mole

***

Molecular formula: C17H20ClN3O4S
Method: DFT, ωB97M-V/def2-TZVPD

Last column: Löwdin charge in e.
Positions of all 46 atoms, in Å:
H (0.796, 5.261, -1.892)  0.090
H (0.496, -4.141, 5.742)  0.065
C (0.634, -1.755, 1.555)  -0.007
H (-0.909, -3.101, 5.377)  0.080
H (-0.524, 4.413, -6.441)  0.085
C (-0.425, 1.175, -2.002)  -0.124
C (1.346, 4.347, -1.673)  -0.010
H (-2.022, -2.367, -0.437)  0.105
C (0.621, -0.899, 4.943)  -0.104
H (0.518, -0.459, 5.935)  0.095
H (-0.329, -0.788, 4.403)  0.093
N (1.016, -2.277, 5.073)  -0.337
O (-1.776, -0.752, -1.836)  0.075
C (0.108, 3.868, -4.487)  -0.392
Cl (-0.592, -5.145, 3.249)  0.763
O (0.780, 4.876, -4.379)  0.068
H (1.413, -0.386, 4.404)  0.080
C (0.105, -3.129, 5.794)  -0.123
H (-2.276, 1.444, -4.644)  0.086
C (-0.645, 1.644, -3.289)  -0.131
C (-0.279, -1.568, 0.518)  -0.200
O (2.801, -1.994, 3.364)  -0.291
H (-0.272, 2.674, -6.223)  0.082
H (1.548, 4.284, -0.606)  0.079
H (-0.766, 0.734, -5.214)  0.083
C (-1.308, -2.499, 0.359)  0.014
H (0.554, 2.107, -0.351)  0.158
S (1.765, -2.915, 3.730)  0.644
C (-0.857, -0.084, -1.406)  -0.382
N (-0.119, -0.451, -0.293)  0.134
H (-1.702, -0.064, -3.940)  0.068
H (1.458, -1.075, 1.713)  0.114
H (2.286, 4.417, -2.218)  0.094
C (-0.652, 3.578, -5.756)  -0.006
C (-0.476, -3.767, 2.230)  -0.632
C (0.002, 2.911, -3.383)  -0.066
C (0.578, 3.170, -2.137)  -0.220
H (-1.709, 3.442, -5.543)  0.082
N (0.328, 2.122, -1.333)  0.125
C (-1.397, -3.587, 1.203)  -0.075
C (-1.388, 0.896, -4.336)  -0.025
O (2.121, -4.267, 4.018)  -0.304
H (0.723, 0.071, -0.100)  0.134
H (0.069, -2.813, 6.837)  0.094
C (0.538, -2.839, 2.403)  -0.269
H (-2.183, -4.312, 1.070)  0.111

Properties
Orbital gap   8.74 eV
Charge   0
SMILES string   CC(=O)c1c(C)[nH]c(C(=O)Nc2ccc(Cl)c(S(=O)(=O)N(C)C)c2)c1C
Relative energy (zero: lowest compared OMol25 entry of this formula, charge and spin)   3.9 kcal per mole

***

Molecular formula: C4H8NO2
Method: DFT, ωB97M-V/def2-TZVPD

Last column: Löwdin charge in e.
Positions of all 15 atoms, in Å:
H (-0.072, -0.781, -1.642)  0.074
C (-0.992, -0.804, 1.491)  -0.364
O (1.021, 2.834, -0.529)  -0.359
H (1.455, 1.142, -1.567)  0.073
C (0.708, 1.590, -0.854)  -0.564
H (1.617, 0.185, 0.715)  0.104
H (-1.336, -1.759, -0.890)  0.083
C (0.665, 0.637, 0.428)  -0.157
O (-1.549, -1.890, 1.627)  -0.045
C (-0.341, -1.326, -0.742)  -0.077
H (0.303, -2.209, -0.618)  0.088
H (-0.363, 1.511, -1.231)  0.087
N (-0.349, -0.435, 0.375)  -0.166
H (-1.051, -0.074, 2.303)  0.126
H (0.283, 1.378, 1.133)  0.096

Properties
Orbital gap   6.48 eV
Charge   -1
SMILES string   CN(C=O)CC[O-]
Relative energy (zero: lowest compared OMol25 entry of this formula, charge and spin)   53.7 kcal per mole

***

Molecular formula: C5H6LiNdO4
Method: DFT, ωB97M-V/def2-TZVPD

Last column: Mulliken spin population.
Positions of all 17 atoms, in Å:
O (-1.947, 0.459, -1.772)  0.000
O (-1.638, 0.322, 0.464)  0.000
Nd (3.642, 0.685, 1.457)  3.100
H (0.186, -0.984, 1.817)  -0.001
H (1.365, -2.155, 0.604)  -0.002
H (-0.464, 1.774, -0.430)  0.000
H (1.994, -0.572, -1.318)  0.000
O (-3.362, -0.664, -0.498)  0.000
Li (-3.599, -0.405, -2.429)  0.000
C (0.771, -0.115, 0.331)  -0.009
H (1.285, 1.064, -1.513)  0.000
C (1.180, -1.244, 1.202)  -0.002
C (1.313, 0.172, -0.886)  -0.015
H (-0.267, 1.549, 1.288)  0.000
O (2.269, -0.923, 1.996)  -0.068
C (-2.333, 0.036, -0.657)  0.000
C (-0.392, 1.002, 0.344)  0.000

Properties
Orbital gap (alpha / beta)   3.19 / 4.71 eV
<S²>   3.7734
Charge   +2
Spin multiplicity   4

***

Molecular formula: C53H30ClIN9O2STi
Method: DFT, ωB97M-V/def2-TZVPD

Last column: Löwdin charge in e.
Positions of all 98 atoms, in Å:
C (1.731, -6.022, 0.353)  -0.079
C (-2.569, 1.904, 1.233)  -0.291
C (-0.439, -2.809, -5.247)  -0.103
N (-0.311, 3.303, 0.144)  0.027
C (6.058, 1.599, -2.140)  -0.091
H (4.798, -1.087, 3.078)  0.090
C (-4.622, -1.076, 1.449)  -0.014
C (3.878, -0.530, 2.951)  -0.171
C (-2.687, -3.838, 0.684)  -0.095
H (2.291, 2.131, 5.655)  0.095
H (-6.116, -1.641, 2.874)  0.094
C (-1.586, -0.619, -1.880)  -0.300
H (-0.083, -3.370, -6.105)  0.088
H (-3.199, -5.443, -2.802)  0.105
C (3.135, -0.667, 1.744)  -0.606
C (0.388, 6.903, 0.047)  -0.037
N (-2.446, 3.198, 1.362)  0.157
H (-4.710, -1.982, 0.851)  0.103
Cl (4.364, 0.387, 5.425)  0.666
H (-4.462, -4.903, 1.272)  0.100
C (-1.974, -4.156, -1.603)  -0.085
C (0.969, -4.915, 0.704)  -0.071
C (2.306, 1.045, -1.954)  -0.300
H (1.843, -6.845, 1.054)  0.100
C (1.460, -3.906, -1.441)  -0.135
C (-0.043, 5.570, 0.188)  -0.133
H (-3.306, -2.400, -3.398)  0.117
H (-4.777, -5.962, -0.949)  0.095
H (1.379, 7.124, -0.342)  0.105
H (-2.438, 8.435, 1.181)  0.086
C (4.876, 0.917, -2.357)  -0.040
C (-2.689, -0.024, 0.053)  -0.280
C (-2.203, 6.314, 1.068)  -0.037
C (-0.074, -1.241, -3.478)  -0.146
C (4.887, 3.430, -1.056)  -0.016
H (4.864, -0.050, -2.851)  0.107
C (-5.410, -0.877, 2.571)  -0.086
H (-2.523, -3.359, 1.648)  0.105
C (-0.477, 7.910, 0.410)  -0.116
S (-0.350, -2.546, 0.095)  1.021
C (0.059, 2.553, 3.136)  -0.076
Ti (0.024, 1.284, -0.115)  1.187
C (6.067, 2.848, -1.493)  -0.089
C (3.699, 2.733, -1.262)  -0.095
C (-1.793, -3.590, -0.343)  -0.322
O (1.177, -0.060, 0.482)  -0.250
C (0.692, 2.736, 4.389)  -0.022
C (-1.463, 3.861, 0.713)  -0.313
C (2.285, 1.078, 3.765)  -0.159
C (1.787, 2.008, 4.701)  -0.022
H (6.997, 1.164, -2.467)  0.096
N (0.475, 1.692, 2.259)  0.115
H (2.894, -6.976, -1.190)  0.096
H (0.290, 3.466, 5.080)  0.110
I (3.882, -1.905, 0.267)  1.065
H (0.479, -4.848, 1.675)  0.118
N (1.849, 0.039, -2.645)  0.195
N (1.890, 4.192, -0.470)  0.180
H (4.873, 4.394, -0.559)  0.111
C (-5.294, 0.294, 3.340)  -0.090
N (-0.412, 0.117, -1.675)  0.015
N (-1.923, 1.129, 0.251)  0.011
C (0.418, -1.958, -4.588)  -0.042
C (-3.765, -4.695, 0.465)  -0.091
C (-1.404, -1.418, -3.045)  -0.149
N (1.513, 1.963, -1.259)  0.013
C (3.688, 1.495, -1.908)  -0.112
C (2.313, 3.048, -0.905)  -0.284
H (-4.298, 2.201, 3.568)  0.109
C (-1.774, 7.617, 0.917)  -0.111
C (-3.698, -0.092, 1.112)  -0.085
C (-3.947, -5.283, -0.782)  -0.092
H (-0.812, 3.138, 2.870)  0.101
H (-1.277, -3.952, -2.411)  0.099
C (-1.792, -2.966, -4.826)  -0.111
N (-2.608, -0.783, -0.992)  0.175
C (1.577, 0.945, 2.562)  -0.124
H (1.362, -3.055, -2.120)  0.098
C (-4.400, 1.294, 2.985)  -0.017
C (3.454, 0.289, 3.932)  -0.598
H (2.711, -5.057, -2.766)  0.106
C (0.544, -0.300, -2.607)  -0.288
C (2.219, -5.021, -1.795)  -0.082
H (7.010, 3.359, -1.340)  0.093
O (-0.484, -2.321, 1.578)  -0.485
C (-3.057, -4.998, -1.820)  -0.075
C (1.971, 0.027, 1.553)  -0.364
C (0.585, 4.333, -0.116)  -0.272
H (-0.168, 8.945, 0.310)  0.085
H (-5.917, 0.416, 4.219)  0.094
C (-2.279, -2.284, -3.735)  -0.066
C (-1.323, 5.279, 0.699)  -0.132
H (1.453, -1.838, -4.904)  0.108
C (2.337, -6.089, -0.905)  -0.089
C (0.824, -3.883, -0.205)  -0.401
H (-3.194, 6.083, 1.449)  0.103
H (-2.445, -3.636, -5.378)  0.092
C (-3.602, 1.089, 1.860)  -0.096

Properties
Orbital gap (alpha / beta)   4.49 / 4.48 eV
Charge   -1
Relative energy (zero: lowest compared OMol25 entry of this formula, charge and spin)   7.2 kcal per mole

***

Molecular formula: C5H9Cl3Si
Method: DFT, ωB97M-V/def2-TZVPD

Last column: Löwdin charge in e.
Positions of all 18 atoms, in Å:
Cl (3.494, -1.425, -0.252)  0.185
H (-2.346, -1.522, -1.181)  0.007
H (-3.516, -0.730, -0.361)  0.071
Si (3.448, 0.573, 0.255)  -0.514
H (-2.430, 0.199, -1.589)  0.123
H (-0.767, -2.279, 0.463)  0.067
C (-0.313, 2.114, 0.094)  -0.047
H (0.182, -1.205, -0.738)  0.089
Cl (4.696, 1.429, -1.127)  0.199
H (0.782, 1.965, -0.179)  0.020
H (0.541, -1.083, 0.914)  0.048
C (-1.543, -0.279, 0.405)  -0.391
C (-0.324, -1.319, 0.270)  -0.073
H (-0.895, 3.123, 0.010)  0.092
H (-1.872, -0.478, 1.370)  0.102
C (-2.519, -0.632, -0.775)  -0.047
C (-1.057, 1.072, 0.309)  -0.078
Cl (4.439, 0.477, 2.112)  0.147

Properties
Orbital gap (alpha / beta)   9.78 / 4.79 eV
Charge   0
Relative energy (zero: lowest compared OMol25 entry of this formula, charge and spin)   64.6 kcal per mole

***

Molecular formula: C3H4FNO
Method: DFT, ωB97M-V/def2-TZVPD

Last column: Löwdin charge in e.
Positions of all 10 atoms, in Å:
C (0.316, 0.278, 1.871)  0.085
H (1.279, 0.426, 2.379)  0.084
C (0.374, 0.093, 0.558)  -0.320
O (0.348, -0.225, -2.233)  -0.068
C (-0.801, -0.226, -0.331)  -0.103
H (-0.534, 0.079, 2.443)  0.048
H (0.014, -0.189, -3.201)  0.148
N (-0.861, -0.244, -1.592)  -0.019
F (1.553, 0.046, -0.101)  0.047
H (-1.687, -0.038, 0.207)  0.099

Properties
Orbital gap   10.12 eV
Charge   0
SMILES string   C=C(F)/C=N\O
Relative energy (zero: lowest compared OMol25 entry of this formula, charge and spin)   62.9 kcal per mole